Record 1
# C19H27CeNOP2

A structure of composition C19H27CeNOP2 at a distorted geometry (wB97M-V/def2-TZVPD, the OMol25 dataset).

The geometry in XYZ format:
```
51
Properties=species:S:1:pos:R:3:mulliken_spin:R:1
C -0.91786 -1.65083 -3.52499 0.001
C -0.17757 -1.21212 -2.41992 0.004
C 0.03256 0.16334 -2.26867 0.001
C -0.54456 1.13583 -3.17391 0.001
C -1.28150 0.62494 -4.27879 0.002
C -1.44695 -0.75231 -4.44000 -0.001
C -0.36297 2.49209 -2.90148 0.002
C 0.33935 2.91812 -1.77411 -0.002
C 0.91957 1.91801 -0.90194 0.003
C 1.60013 2.25905 0.27409 -0.004
C 1.73597 3.61550 0.59367 0.001
C 1.21271 4.60281 -0.23070 -0.002
C 0.52069 4.27897 -1.39993 0.002
H -1.08156 -2.72460 -3.64705 0.000
H -1.72189 1.33350 -4.99244 0.000
H -2.01509 -1.12063 -5.29791 0.000
H -0.78417 3.23685 -3.58427 0.000
H 2.26129 3.88288 1.51199 0.000
H 1.33560 5.65515 0.03701 0.000
H 0.09938 5.06370 -2.04184 0.000
N 0.75782 0.58828 -1.18571 -0.002
Ce -1.51623 -0.24948 1.53823 0.997
C 0.33083 -2.17195 -1.34236 -0.003
H 1.29522 -1.79587 -0.95863 -0.001
H 0.43324 -3.17443 -1.72102 0.001
C 2.10298 1.13778 1.18562 0.001
H 2.46870 0.31286 0.55444 0.000
H 2.87793 1.48539 1.84952 0.000
P -0.77386 -2.37183 0.06566 0.021
P 0.86987 0.43923 2.28515 0.008
C 0.59353 1.72576 3.51657 0.010
H -0.06966 1.38564 4.32850 0.001
H 1.57150 1.98603 3.93838 0.000
H 0.14229 2.61587 3.06821 -0.001
C 1.74590 -0.85574 3.14022 0.005
H 2.61873 -0.39836 3.61760 0.000
H 1.13683 -1.34566 3.92006 0.002
H 2.08351 -1.62739 2.44316 0.001
C -2.28672 -3.05963 -0.63359 0.002
H -2.00182 -3.94582 -1.20070 0.000
H -2.99275 -3.33768 0.16645 0.002
H -2.79302 -2.33990 -1.28557 -0.001
C -0.06050 -3.65589 1.04928 0.001
H -0.67373 -3.90529 1.92695 0.000
H 0.01744 -4.54405 0.41217 0.000
H 0.93974 -3.37713 1.40123 0.001
H -1.35065 0.61780 0.04693 -0.013
H -2.97771 -0.81850 0.97537 -0.039
O -1.37689 -1.52226 3.49457 -0.002
H -0.82060 -1.36299 4.27437 0.001
H -2.01507 -2.15504 3.59012 0.002
```

total energy = -55173.549 eV
HOMO (alpha / beta) = -0.347 / -0.368 hartree
orbital gap (alpha / beta) = 6.23 / 6.82 eV
spin multiplicity = 2
M = 487.5 u
expectation value of S² = 0.756
F_max = 6.24 eV Å⁻¹
charge = +1

=====

Record 2
# C4H14N3

A cluster of 2 separate species, C4H14N3 in total at a distorted geometry (wB97M-V/def2-TZVPD, the OMol25 dataset).

The geometry in XYZ format:
```
21
Properties=species:S:1:pos:R:3:nbo_charge:R:1
C 0.24432 -1.33861 2.29410 -0.429
C 1.79028 0.50686 1.85552 0.136
N 1.50188 -0.73104 1.82408 -0.375
H 0.43665 -1.97059 3.15485 0.256
H -0.17993 -1.93409 1.49065 0.250
H -0.41623 -0.50408 2.51590 0.234
H 1.06215 1.23053 2.19948 0.238
H 2.75199 0.78376 1.44038 0.240
H 2.17245 -1.34685 1.37643 0.439
C -1.71373 -0.70598 -1.33291 -0.423
N -0.41676 -0.25335 -1.81303 -0.637
C 0.01330 1.03718 -1.25789 -0.054
N -0.35852 2.20503 -2.03591 -0.814
H -2.14823 -1.41353 -2.04144 0.221
H -1.70189 -1.21800 -0.36085 0.148
H -2.41678 0.12205 -1.27231 0.203
H 0.29512 -0.96053 -1.65408 0.349
H 1.10553 1.04979 -1.17891 0.164
H -0.43312 1.13205 -0.25433 0.131
H -0.22140 1.99512 -3.00999 0.370
H -1.36709 2.31428 -1.93975 0.353
```

total energy = -8837.304 eV
HOMO = -0.445 hartree
orbital gap = 6.77 eV
M = 104.2 u
F_max = 1.12 eV Å⁻¹
charge = +1

=====

Record 3
# CH5ClN2P

A cluster of 2 separate species, CH5ClN2P in total at a distorted geometry (wB97M-V/def2-TZVPD, the OMol25 dataset).

The geometry in XYZ format:
```
10
Properties=species:S:1:pos:R:3:nbo_charge:R:1
C 0.06174 -0.13919 0.19426 0.396
N -0.22293 -1.41192 0.21360 -0.749
N -0.72229 0.88521 0.22957 -0.781
P 2.38089 0.85066 0.13005 0.602
Cl 3.82808 -0.44331 0.00449 -0.165
H -1.13235 -1.85400 0.37376 0.425
H 0.54384 -1.99680 0.14505 0.419
H -1.79094 1.02968 0.36312 0.435
H -0.33759 1.81046 0.42389 0.422
H 2.37072 1.10334 -1.32158 -0.005
```

total energy = -25901.510 eV
HOMO = -0.521 hartree
orbital gap = 8.96 eV
M = 111.5 u
F_max = 3.98 eV Å⁻¹
charge = +1

=====

Record 4
# C7H15NOS2

A cluster of 2 separate species, C7H15NOS2 in total (wB97M-V/def2-TZVPD, the OMol25 dataset).

The geometry in XYZ format:
```
26
Properties=species:S:1:pos:R:3:nbo_charge:R:1
S -0.30698 2.50556 0.15418 0.210
S 2.54504 1.49265 -0.17934 0.216
C 1.45810 2.86954 0.24342 -0.713
C -0.38618 2.11401 -1.61359 -0.536
C 1.99807 1.26723 -1.89241 -0.536
C 0.51145 0.95438 -2.03533 -0.430
H 1.69376 3.74309 -0.39441 0.219
H 1.67976 3.14853 1.29151 0.253
H -1.44942 1.87397 -1.80689 0.236
H -0.13603 3.02402 -2.19218 0.210
H 2.25767 2.17388 -2.47209 0.209
H 2.61121 0.43181 -2.28174 0.237
H 0.26048 0.05297 -1.44379 0.216
H 0.30622 0.72679 -3.09906 0.216
O -1.86794 -3.74210 1.54265 -0.628
C -1.70702 -2.53549 1.38496 0.665
N -0.49360 -1.94728 1.57634 -0.627
C -2.81941 -1.59611 0.96967 -0.714
C 0.65911 -2.73076 1.97588 -0.414
H -0.39982 -0.93847 1.43487 0.402
H -2.58182 -1.10009 0.01357 0.223
H -3.74948 -2.17554 0.84381 0.242
H -2.98887 -0.82078 1.73567 0.229
H 1.53149 -2.06294 2.07375 0.205
H 0.89062 -3.50409 1.22422 0.205
H 0.48358 -3.22476 2.94632 0.206
```

total energy = -32710.962 eV
HOMO = -0.322 hartree
orbital gap = 9.33 eV
structure (SMILES) = C1CSCSC1.CNC(C)=O
M = 193.3 u
F_max = 0.76 eV Å⁻¹

=====

Record 5
# C22H62O14

A cluster of 9 separate species, C22H62O14 in total at a distorted geometry (wB97M-V/def2-TZVPD, the OMol25 dataset).

The geometry in XYZ format:
```
98
Properties=species:S:1:pos:R:3:mulliken_charge:R:1
C 24.62800 28.66700 12.68500 -0.136
C 24.12200 29.98800 13.09300 -0.505
O 25.26600 30.64100 13.72800 -0.429
O 23.53700 28.24800 11.80500 -0.575
H 24.76400 27.86400 13.39100 0.247
H 25.48100 28.98700 12.11900 0.214
H 23.32500 29.81900 13.76100 0.531
H 23.81300 30.60600 12.43600 0.279
H 25.98200 30.55900 13.03200 0.471
H 22.85200 27.91800 12.22400 0.276
C 21.23300 35.05300 12.42400 0.351
C 21.06000 36.06800 13.50600 -0.156
O 21.12000 37.30100 12.81500 -0.606
O 21.39600 33.75500 13.03500 -0.450
H 22.06800 35.11300 11.60400 0.072
H 20.37500 34.88000 11.70600 -0.022
H 21.85900 36.29900 14.38400 0.221
H 19.89900 35.83400 13.89600 0.171
H 21.94100 37.69000 13.14800 0.116
H 21.84500 33.01000 12.58900 0.191
C 23.41100 31.54200 6.90200 -0.557
C 24.72600 30.91200 6.85600 -0.232
O 25.47800 31.13600 5.62800 -0.544
O 22.89300 31.31300 8.22900 -0.332
H 22.46200 31.23400 6.34100 0.293
H 23.25500 32.62600 6.84500 0.327
H 24.76800 29.71700 6.63100 0.278
H 25.29300 31.13700 7.71900 0.252
H 25.24800 32.01600 5.19300 0.311
H 23.01200 30.37600 8.29900 0.210
C 24.90400 33.63800 11.95100 1.020
C 24.37000 33.06900 10.54700 -2.458
O 22.96700 32.58200 10.71800 -0.468
O 26.29500 33.58600 11.98100 -0.226
H 24.23100 33.05300 12.71600 -0.460
H 24.43400 34.64900 11.98400 -0.365
H 24.70300 32.27800 10.18600 1.524
H 24.53300 33.71600 9.78100 0.834
H 23.03400 32.01100 9.96000 0.135
H 26.72900 34.26100 12.47200 0.102
C 29.18300 34.48000 13.65300 -0.127
C 29.04400 35.63900 12.76900 -0.368
O 27.73600 36.10200 12.75500 -0.392
O 30.50700 34.04300 13.36700 -0.531
H 28.45600 33.68000 13.40000 -0.020
H 29.32600 34.73000 14.78200 0.278
H 29.34600 35.25900 11.54100 0.118
H 29.54500 36.52700 12.91500 0.608
H 27.64000 36.87200 12.47700 0.176
H 31.22200 34.44900 13.92600 0.314
C 29.49200 29.90200 12.17700 -1.773
C 28.62400 31.07800 11.51500 1.021
C 28.57500 30.96000 9.96800 -1.695
O 27.33200 30.91700 11.97800 -0.310
H 28.83500 29.06900 12.27000 0.349
H 29.97400 30.33900 13.14000 0.244
H 30.28100 29.60400 11.73200 0.670
H 28.98000 32.18600 11.48600 -0.013
H 27.87600 31.81400 9.66600 0.248
H 28.48500 30.02800 9.65700 0.462
H 29.40500 31.33300 9.56500 0.618
H 27.00900 31.63400 11.84500 0.047
C 19.39800 32.19000 8.49600 -1.350
C 19.91000 33.60200 8.45000 1.342
C 20.08200 33.99100 7.00200 -1.398
O 18.98900 34.32300 9.13400 -0.623
H 19.22800 31.74000 9.74400 0.155
H 20.05700 31.60300 7.97000 0.347
H 18.37300 32.10300 8.14600 0.452
H 20.85800 33.72200 8.91400 -0.158
H 20.87400 33.45400 6.62700 0.237
H 20.41200 35.12700 6.79000 0.260
H 19.19600 33.84800 6.49800 0.424
H 19.41600 35.18000 9.50400 0.375
C 25.08100 38.63200 15.36200 -0.982
C 24.15200 39.00600 14.16200 0.566
C 24.44000 38.09400 12.89300 -2.036
O 22.83000 38.94500 14.46800 -0.631
H 24.99600 37.51600 15.66100 0.145
H 24.32400 39.05100 16.04700 0.288
H 26.08300 38.90000 14.99600 0.381
H 24.32000 39.98500 13.84100 0.421
H 25.35100 38.01200 12.79000 0.751
H 24.05300 38.53500 11.96600 0.428
H 24.19500 37.06700 12.75900 0.454
H 22.66400 39.75100 15.23500 0.347
C 23.47100 33.76400 15.70500 -0.619
C 22.56300 32.57000 15.86100 1.442
C 22.76600 31.78100 17.23000 -1.279
O 21.30200 33.04600 15.77800 -0.628
H 24.65000 33.53400 15.73400 0.167
H 23.21800 34.28900 16.65600 0.478
H 23.16300 34.45900 14.82500 -0.306
H 22.87800 31.69200 15.06200 -0.683
H 22.78900 32.44900 18.11800 0.353
H 23.89600 31.54700 17.14300 0.302
H 22.23200 30.79300 17.45000 0.304
H 21.06400 33.29300 14.90500 0.444
```

total energy = -52466.280 eV
HOMO = -0.336 hartree
orbital gap = 9.32 eV
structure (SMILES) = CC(C)O.CC(C)O.CC(C)O.CC(C)O.OCCO.OCCO.OCCO.OCCO.OCCO
M = 550.7 u
F_max = 15.86 eV Å⁻¹

=====

Record 6
# C9H13NP

The ion C9H13NP with charge +1 at a distorted geometry (wB97M-V/def2-TZVPD, the OMol25 dataset).

The geometry in XYZ format:
```
24
Properties=species:S:1:pos:R:3:nbo_charge:R:1
C -2.68171 -1.13791 0.24570 -0.129
C -2.39864 -0.96278 -1.10459 -0.210
C -1.89281 -0.64724 1.18164 -0.198
C -1.17877 -0.33980 -1.42170 -0.167
C -0.68533 0.11142 0.85145 -0.091
C -0.30409 0.23700 -0.57188 -0.123
C 0.03986 0.71282 1.85988 -0.263
C 1.12708 0.59799 -0.79669 -0.095
C 1.94644 -0.26330 0.13785 -0.573
N 1.39323 2.15986 -0.48956 -0.712
P 1.83523 -1.91420 -0.39040 0.466
H -3.63132 -1.50615 0.52806 0.222
H -3.11378 -1.23689 -1.91336 0.246
H -2.28679 -0.70675 2.21203 0.235
H -0.89159 -0.16452 -2.53879 0.220
H 0.70994 1.61618 1.66163 0.150
H 0.12749 0.38253 2.81795 0.212
H 1.31191 0.63521 -1.79261 0.219
H 3.05560 0.02773 0.36857 0.244
H 1.69330 2.63406 -1.34420 0.443
H 2.10566 2.05653 0.23017 0.450
H 0.51780 2.59688 -0.17275 0.450
H 0.62880 -2.31513 -0.16056 -0.016
H 2.57250 -2.57354 0.60215 0.021
```

total energy = -20311.094 eV
HOMO (alpha / beta) = -0.408 / -0.421 hartree
orbital gap (alpha / beta) = 6.87 / 6.98 eV
M = 166.2 u
F_max = 4.70 eV Å⁻¹
charge = +1

=====

Record 7
# C6H8O3S

The molecule C6H8O3S at a distorted geometry (wB97M-V/def2-TZVPD, the OMol25 dataset).

The geometry in XYZ format:
```
18
Properties=species:S:1:pos:R:3:nbo_charge:R:1
C -1.06518 -1.73820 0.16807 0.856
C 0.13990 0.79431 0.33608 -0.360
C 0.86737 -0.37748 -0.39430 0.145
C -1.28677 0.48849 0.15301 0.070
C 0.38621 0.77144 1.84411 -0.606
C 0.88440 -0.33291 -1.92305 -0.617
O -1.83588 -2.61846 0.34284 -0.528
O 0.20146 -1.70479 -0.15415 -0.518
O -2.19896 1.20030 0.85967 -0.588
S -2.50546 1.30320 -0.84954 0.370
H 0.61597 1.55597 -0.27413 0.241
H 1.92536 -0.72495 -0.16036 0.212
H 0.01805 -0.06596 2.34463 0.223
H -0.19987 1.55238 2.22955 0.234
H 1.48553 0.69013 2.00003 0.222
H -0.13651 0.08120 -2.06476 0.210
H 1.17174 -1.24393 -2.26674 0.228
H 1.53263 0.36926 -2.19098 0.205
```

total energy = -23324.544 eV
HOMO = -0.322 hartree
orbital gap = 8.68 eV
M = 160.2 u
F_max = 5.81 eV Å⁻¹

=====

Record 8
# C16H46N2O8

A cluster of 6 separate species, C16H46N2O8 in total at a distorted geometry (wB97M-V/def2-TZVPD, the OMol25 dataset).

The geometry in XYZ format:
```
72
Properties=species:S:1:pos:R:3:mulliken_charge:R:1
C 6.43474 -1.81598 3.15656 -0.790
O 5.60660 -2.96594 2.92414 -0.259
C 6.29663 -4.04894 3.54684 -0.691
C 5.41872 -5.28649 3.21840 -0.658
N 4.26208 -5.26594 4.10011 -0.395
C 3.39213 -6.37469 3.66363 -0.716
C 2.47454 -5.80543 2.58769 -0.586
O 1.38351 -5.02575 3.23283 -0.355
C 0.50905 -4.51206 2.24014 -0.725
H 7.43728 -1.88637 2.73457 0.304
H 6.52466 -1.64596 4.22945 0.326
H 5.96819 -0.93548 2.71479 0.246
H 6.41741 -4.04330 4.63012 0.359
H 7.27100 -4.22181 3.08988 0.434
H 6.01494 -6.18248 3.39108 0.486
H 5.33762 -5.31189 2.13171 0.328
H 3.76560 -4.43401 3.81464 0.269
H 2.82239 -6.79836 4.49066 0.336
H 3.96896 -7.26235 3.40394 0.335
H 1.99671 -6.57577 1.98243 0.544
H 3.00391 -5.15878 1.88789 0.358
H 1.05997 -3.86015 1.56219 0.292
H -0.23814 -3.84427 2.66895 0.260
H -0.03770 -5.33371 1.77749 0.297
C -0.64029 5.21482 -7.16875 -0.708
O -0.77234 5.60320 -5.83388 -0.299
C -1.53332 4.68190 -4.99691 -0.431
C -1.72372 5.29720 -3.60573 -0.651
N -2.77447 4.57516 -2.88348 -0.304
C -2.70955 4.83791 -1.45277 -0.640
C -3.80337 4.09107 -0.76374 -0.590
O -5.05770 4.44259 -1.29738 -0.314
C -6.17727 3.66790 -0.81560 -0.715
H -0.21062 4.22411 -7.31708 0.285
H -0.03687 5.96039 -7.68655 0.241
H -1.64402 5.21814 -7.59372 0.300
H -1.02671 3.71709 -4.97186 0.309
H -2.52261 4.54952 -5.43495 0.301
H -2.02658 6.34095 -3.68916 0.315
H -0.77871 5.33725 -3.06400 0.334
H -3.68470 4.82933 -3.23981 0.247
H -2.98003 5.89140 -1.38133 0.352
H -1.76461 4.65693 -0.94050 0.404
H -3.70982 4.27402 0.30671 0.380
H -3.69372 3.01527 -0.90058 0.354
H -6.37944 3.89110 0.23198 0.299
H -5.95448 2.60217 -0.76365 0.285
H -7.07921 3.84937 -1.40015 0.250
O 4.34388 2.78696 -3.02991 -0.637
H 4.40741 3.71235 -2.79358 0.319
H 5.25254 2.49513 -3.10346 0.318
O -0.22260 0.46902 -1.82228 -0.641
H 0.72500 0.60420 -1.82630 0.323
H -0.58926 1.33446 -2.00339 0.313
C -6.79238 -3.70908 -2.90825 -0.995
C -5.85881 -2.50988 -3.43900 -0.123
O -4.51116 -2.83790 -3.31128 -0.532
H -6.66338 -3.81864 -1.83146 0.266
H -6.56819 -4.73319 -3.20665 0.316
H -7.84763 -3.58018 -3.14896 0.306
H -6.02266 -1.61671 -2.83609 0.203
H -6.01008 -2.17798 -4.46615 0.246
H -4.00532 -2.22051 -2.77785 0.313
C 1.07833 0.90402 4.50611 -0.869
C 1.72549 1.60407 5.64484 -0.278
O 1.70110 2.99224 5.34143 -0.529
H 1.18777 -0.17135 4.64644 0.271
H 1.52455 1.13175 3.53806 0.258
H 0.00810 1.11012 4.49031 0.320
H 2.75146 1.25564 5.76355 0.278
H 1.19008 1.53710 6.59191 0.247
H 0.78911 3.26549 5.46470 0.303
```

total energy = -36693.121 eV
HOMO = -0.325 hartree
orbital gap = 9.20 eV
structure (SMILES) = COCCNCCOC.COCCNCCOC.CCO.CCO.O.O
M = 394.6 u
F_max = 2.90 eV Å⁻¹